1.
C13H22N2O in the gas phase, computed with the ωB97M-V functional and the def2-TZVPD basis.

## Properties
Charge ... 0
Energy relative to the best compared isomer or geometry (same formula, charge and spin) ... 32.1 kcal per mole
Strongest force on any atom ... 0.64 eV Å⁻¹
LUMO ... 0.9 eV
SMILES ... C#CC1(NC(=O)NCCCC)CCCCC1
Gap between HOMO and LUMO ... 10.16 eV
M ... 222.33 g/mol

XYZ file:
```
38
Properties=species:S:1:pos:R:3:mulliken_charge:R:1
C -0.55928 -1.29965 2.07738 0.10
C -0.92476 -0.52667 1.23808 -1.58
C -1.39572 0.40984 0.22050 1.77
N -0.62852 1.64811 0.29377 -0.27
C 0.71402 1.82323 0.04501 0.34
O 1.14891 2.92287 -0.23928 -0.72
N 1.48468 0.70965 0.15339 0.26
H 1.08473 -0.10588 0.58987 -0.14
C 2.92192 0.76546 0.03793 -0.97
C 3.44642 -0.25301 -0.97690 -0.57
C 3.10194 -1.70573 -0.63969 -0.11
C 3.70206 -2.17818 0.67952 -1.25
H 3.27085 -1.64314 1.52182 0.28
H 3.51160 -3.23989 0.82050 0.40
H 4.77824 -2.01987 0.68581 0.31
H 3.47882 -2.33999 -1.44565 0.39
H 2.01699 -1.83012 -0.61045 0.03
H 3.02954 -0.01252 -1.95698 0.30
H 4.53104 -0.14541 -1.03763 0.39
H 3.16598 1.77774 -0.29292 0.42
H 3.38861 0.60072 1.01589 0.29
H -1.15640 2.48905 0.11057 0.32
C -1.29283 -0.22883 -1.18112 -0.65
C -2.18438 -1.46135 -1.29466 -0.72
C -3.63709 -1.10157 -0.99930 -0.70
C -3.75587 -0.48816 0.39248 -0.65
C -2.86820 0.74736 0.51221 -1.27
H -3.19887 1.50105 -0.20690 0.53
H -2.94524 1.17233 1.51510 0.41
H -4.79228 -0.20900 0.59150 0.36
H -3.45459 -1.22378 1.14121 0.34
H -3.99350 -0.38645 -1.74460 0.32
H -4.26195 -1.99390 -1.06588 0.35
H -2.09925 -1.88010 -2.29930 0.38
H -1.84690 -2.21886 -0.58343 0.34
H -1.60129 0.52004 -1.91461 0.37
H -0.25423 -0.49132 -1.39050 0.11
H -0.23358 -1.97390 2.81298 0.50
```

---

2.
2 unconnected molecules or ions with the total composition C13H22N2O5S at a distorted geometry, computed with the ωB97M-V functional and the def2-TZVPD basis.

## Properties
Charge ... 0
Strongest force on any atom ... 5.13 eV Å⁻¹
LUMO ... 0.4 eV
Gap between HOMO and LUMO ... 9.07 eV
M ... 318.39 g/mol

XYZ file:
```
43
Properties=species:S:1:pos:R:3:mulliken_charge:R:1
O -1.47263 -2.35940 1.93075 -0.52
C -1.64260 -2.88439 0.78591 0.36
C -0.36811 -2.78220 -0.21467 -0.63
C -0.37796 -1.24735 -0.76480 -0.31
O 0.04076 -0.38119 0.32238 -0.24
S -0.68278 1.13806 0.26764 0.61
O -0.17580 1.89268 -0.95968 -0.54
O -2.37324 1.00162 0.07649 -0.41
N -2.90117 -3.56288 0.45096 -0.27
C -4.04210 -2.64041 0.35073 0.32
C -4.63668 -1.84166 1.56753 -0.20
C -5.88133 -0.90050 1.41168 -0.36
C -6.63671 -0.70566 0.05634 -0.46
C -6.03298 -1.48559 -1.16575 -0.41
C -4.79038 -2.41895 -1.01595 -0.32
H -0.47978 -3.54713 -1.05441 0.36
H 0.57161 -2.93366 0.42596 0.30
H 0.32401 -1.12867 -1.66710 0.31
H -1.43763 -1.06334 -1.14967 0.29
H -2.50688 1.20616 -0.88310 0.32
H -2.81826 -4.19054 -0.35936 0.33
H -4.14925 -1.94802 2.60222 0.32
H -6.27948 -0.32396 2.30800 0.31
H -7.56134 -0.05508 -0.08175 0.34
H -6.53084 -1.35120 -2.19503 0.29
H -4.41490 -2.98072 -1.93383 0.22
C 4.62714 2.96204 -1.41120 -1.54
C 3.55451 2.37440 -0.49870 0.50
C 3.88799 2.50152 1.00197 -0.64
O 4.84484 1.55517 1.47083 -0.39
C 6.19525 1.93124 1.25978 -0.65
N 3.31615 0.97727 -0.88312 -0.66
H 5.51978 2.33633 -1.46813 0.28
H 4.24369 3.06351 -2.43039 0.38
H 4.92760 3.95726 -1.07047 0.35
H 2.63377 2.93956 -0.67841 0.39
H 2.97270 2.29592 1.56755 0.28
H 4.19048 3.52325 1.26251 0.44
H 6.34404 3.00985 1.36424 0.30
H 6.53284 1.59346 0.27820 0.23
H 6.80693 1.42459 2.01022 0.26
H 2.54143 0.61482 -0.32668 0.16
H 4.11729 0.43378 -0.55965 0.32
```

---

3.
4 unconnected molecules or ions with the total composition C13H22N4OS at a distorted geometry, computed with the ωB97M-V functional and the def2-TZVPD basis.

## Properties
Charge ... 0
Energy relative to the best compared isomer or geometry (same formula, charge and spin) ... 41.8 kcal per mole
Strongest force on any atom ... 2.84 eV Å⁻¹
LUMO ... 0.6 eV
SMILES ... CCSC[C@@H]1CCC(=O)N1.CC#N.CC#N.CC#N
Gap between HOMO and LUMO ... 8.80 eV
M ... 282.41 g/mol

XYZ file:
```
41
Properties=species:S:1:pos:R:3:mulliken_charge:R:1
C 2.37873 0.44257 -0.35359 -1.12
C 2.36075 -1.00419 -0.84788 -0.29
S 1.77358 -2.18535 0.41157 -0.20
C -0.02199 -2.42186 0.13563 -0.98
C -0.78944 -1.18952 -0.27741 0.90
C -1.67851 -0.54106 0.81116 -0.75
C -2.81868 0.05057 -0.05567 -0.26
C -2.50158 -0.27596 -1.49095 0.18
O -2.85203 0.26308 -2.47191 -0.57
N -1.64198 -1.41688 -1.48877 -0.56
H 1.46385 0.97650 -0.58359 0.25
H 2.48332 0.48360 0.71959 0.28
H 3.18037 0.99133 -0.82458 0.44
H 1.67937 -1.03927 -1.68051 0.09
H 3.35600 -1.24166 -1.15599 0.46
H -0.13747 -3.21456 -0.58371 0.43
H -0.42353 -2.80371 1.06001 0.34
H -0.17951 -0.34933 -0.58471 -0.01
H -2.01544 -1.22659 1.57214 0.45
H -1.05197 0.23400 1.23096 0.04
H -3.64205 -0.61692 0.14475 0.24
H -3.00057 1.07690 0.19344 0.27
H -1.00143 -1.21211 -2.24938 0.33
C 2.61308 2.97954 3.44788 -0.82
C 1.28590 2.76363 2.89528 0.33
N 0.24889 2.58238 2.43928 -0.34
H 3.05222 3.89680 3.05883 0.27
H 2.57544 3.05885 4.53319 0.30
H 3.27768 2.15503 3.19400 0.27
C -4.86804 2.33727 3.17417 -0.85
C -4.87878 0.99463 2.61678 0.46
N -4.88732 -0.06234 2.17034 -0.41
H -4.00051 2.89630 2.82511 0.27
H -5.76187 2.88672 2.88300 0.29
H -4.83139 2.30674 4.26189 0.29
C 3.48977 -2.44774 -5.17918 -0.87
C 3.64901 -1.38259 -4.20259 0.43
N 3.77459 -0.54596 -3.42716 -0.38
H 4.42675 -2.98182 -5.32839 0.28
H 2.74146 -3.16795 -4.85135 0.27
H 3.17331 -2.04908 -6.14169 0.28
```

---

4.
A gas-phase ion, C13H22NO2 (charge +1), computed with the ωB97M-V functional and the def2-TZVPD basis.

## Properties
Charge ... +1
Energy relative to the best compared isomer or geometry (same formula, charge and spin) ... 8.7 kcal per mole
Strongest force on any atom ... 0.79 eV Å⁻¹
LUMO ... -2.6 eV
SMILES ... CCOCCC[NH2+]Cc1cccc(OC)c1
Gap between HOMO and LUMO ... 9.07 eV
M ... 224.32 g/mol

XYZ file:
```
38
Properties=species:S:1:pos:R:3:mulliken_charge:R:1
C 3.93728 2.04526 -0.51122 -1.38
C 2.62314 1.61206 0.12068 -0.28
H 1.77630 2.12192 -0.35696 0.33
H 2.62969 1.85146 1.18651 0.34
O 2.40253 0.20204 0.08008 -0.44
C 2.16358 -0.33085 -1.21892 -0.41
C 1.87044 -1.82535 -1.09113 -0.96
C 0.59751 -2.08274 -0.29308 -0.46
N 0.77683 -1.59631 1.09736 0.13
H 1.36864 -2.24966 1.61723 0.41
C -0.49704 -1.34847 1.82891 -1.11
C -1.21618 -0.18279 1.20362 0.22
C -2.36654 -0.38537 0.44968 -0.24
C -3.00518 0.69693 -0.15410 0.65
C -2.45503 1.97633 -0.00779 -0.65
C -1.31628 2.16799 0.74208 -0.82
C -0.69117 1.09217 1.35553 -0.55
H 0.18529 1.25164 1.96530 0.67
H -0.91429 3.16179 0.86086 0.46
H -2.95786 2.80158 -0.48439 0.48
O -4.12493 0.61850 -0.89427 -0.44
C -4.78717 -0.62002 -1.03006 -0.82
H -5.68024 -0.41052 -1.61506 0.25
H -5.08011 -1.02555 -0.05750 0.34
H -4.17037 -1.34878 -1.56530 0.33
H -2.76873 -1.38242 0.35668 0.46
H -0.25286 -1.12710 2.86996 0.41
H -1.10657 -2.25360 1.79418 0.41
H 1.32469 -0.69411 0.98180 0.36
H 0.34415 -3.14454 -0.28370 0.38
H -0.23333 -1.52426 -0.73094 0.32
H 1.75810 -2.24368 -2.09027 0.42
H 2.72052 -2.31659 -0.61470 0.36
H 3.04323 -0.18618 -1.85286 0.39
H 1.31266 0.19288 -1.67749 0.32
H 4.75954 1.45923 -0.10839 0.32
H 4.11109 3.09164 -0.28024 0.43
H 3.91865 1.93549 -1.59211 0.37
```

---

The records above give, respectively, HOMO level values of -9.29 -8.65 -8.20 -11.72 eV.